No. 1
DFT (wB97M-V/def2-TZVPD) results for a molecular structure, C37H35IN9OS2Ti.

Properties
Total charge = +1
Frontier orbital gap = 5.901 eV
Total energy = -107280.106 eV
Multiplicity = 1

CARTESIAN COORDINATES (ANGSTROEM)
Ti (0.76350, -0.69964, 0.18303)
C (0.49381, 2.98206, -3.76205)
C (1.09125, 3.03915, -2.51486)
C (1.43857, 1.87287, -1.84292)
C (1.16536, 0.62888, -2.40667)
C (0.55234, 0.57948, -3.66355)
C (0.23066, 1.74280, -4.33529)
N (1.42860, -0.56682, -1.68496)
C (1.79754, -1.69943, -2.42043)
C (2.57322, -1.69737, -3.57686)
C (2.87529, -2.90445, -4.18878)
C (2.41501, -4.11741, -3.67986)
C (1.64345, -4.13538, -2.53255)
C (1.35352, -2.92457, -1.92420)
N (0.58855, -2.75079, -0.75391)
N (-0.10540, -3.69074, -0.33358)
C (-0.95957, -3.26833, 0.71366)
C (-1.83771, -4.17501, 1.27480)
C (-2.76170, -3.70339, 2.19391)
C (-2.78828, -2.34924, 2.48600)
C (-1.86126, -1.51693, 1.87827)
N (-0.94392, -1.97153, 1.02958)
H (0.23472, 3.89138, -4.28647)
H (1.30275, 3.99616, -2.05605)
H (1.91258, 1.93823, -0.87069)
H (0.31180, -0.38053, -4.09994)
H (-0.25040, 1.68317, -5.30276)
H (2.92608, -0.76619, -4.00177)
H (3.48634, -2.89937, -5.08155)
H (2.67233, -5.04307, -4.17351)
H (1.28803, -5.05745, -2.09676)
H (-1.79548, -5.20944, 0.96858)
H (-3.46563, -4.38057, 2.65708)
H (-3.51069, -1.93527, 3.17399)
H (-1.84205, -0.45223, 2.08020)
C (-3.95972, 2.97754, 1.96116)
C (-2.72589, 3.84633, 1.76815)
N (-1.46846, 3.13832, 2.05699)
C (-0.78560, 3.48756, 3.30334)
C (-1.36933, 2.76689, 4.50796)
C (-1.01191, 2.21829, 1.21395)
S (0.42064, 1.34456, 1.64111)
N (-1.70815, 2.10048, 0.06417)
C (-1.56555, 1.08020, -0.73990)
O (-0.84582, 0.04589, -0.49803)
C (-2.35876, 1.05512, -1.98560)
C (-2.95106, 2.21981, -2.46420)
C (-3.65134, 2.19458, -3.65812)
C (-3.78015, 1.00514, -4.36331)
C (-3.20411, -0.16198, -3.87854)
C (-2.48635, -0.13652, -2.69569)
H (-4.85716, 3.57471, 1.80344)
H (-3.99947, 2.56919, 2.97090)
H (-3.96945, 2.15744, 1.24576)
H (-2.75579, 4.69855, 2.44570)
H (-2.68364, 4.22643, 0.74855)
H (-0.87383, 4.56822, 3.41816)
H (0.27129, 3.25805, 3.19691)
H (-2.41790, 3.02299, 4.65637)
H (-0.82508, 3.04571, 5.40924)
H (-1.28840, 1.68674, 4.38076)
H (-2.83846, 3.13703, -1.90410)
H (-4.09990, 3.10145, -4.03967)
H (-4.33511, 0.98630, -5.29185)
H (-3.31096, -1.08790, -4.42708)
H (-2.01429, -1.03471, -2.31921)
S (3.09945, -2.79679, 0.43304)
C (2.51787, -2.48564, 1.99660)
C (3.09017, -3.05128, 3.16077)
C (2.56291, -2.77450, 4.38950)
C (1.44754, -1.92579, 4.48339)
C (0.94006, -1.40011, 3.32854)
N (1.46089, -1.65277, 2.10578)
H (3.94525, -3.70014, 3.03807)
H (2.99847, -3.20732, 5.28042)
H (0.99552, -1.68413, 5.43346)
H (0.09774, -0.72386, 3.35917)
I (6.16722, 1.20653, 2.90560)
C (4.74883, 0.69892, 1.50479)
C (4.92449, 0.52015, 0.14740)
N (3.72836, 0.20706, -0.35626)
N (2.78564, 0.13724, 0.59080)
C (3.39361, 0.45956, 1.72990)
H (5.79909, 0.59815, -0.47368)
H (3.47207, -0.06538, -1.29411)
H (2.85127, 0.48861, 2.66048)

---

No. 2
DFT (wB97M-V/def2-TZVPD) results for C3H7N3S2 in the gas phase in a non-equilibrium geometry.

Properties
SMILES = [H]/N=C(/SC=S)N(C)N
Frontier orbital gap = 8.155 eV
Total energy = -29360.342 eV
Multiplicity = 1

CARTESIAN COORDINATES (ANGSTROEM)
C (-2.09153, 0.20542, -0.23157)
C (0.31142, 0.45578, -0.07699)
C (3.08021, 0.17868, 0.19579)
H (-2.37335, 1.05561, -0.89293)
H (-3.08585, -0.25037, -0.06832)
H (-2.05243, 0.61959, 0.88441)
H (-0.25739, -2.46413, -0.59292)
H (-0.72814, -1.85927, 1.22109)
H (-0.51483, 2.13700, -0.39874)
H (2.75297, 1.22112, 0.52564)
N (-0.89235, -0.37691, -0.64418)
N (-0.80565, -1.75806, 0.01413)
N (0.40023, 1.73395, 0.17432)
S (1.64761, -0.68463, 0.21146)
S (4.60909, -0.21376, -0.32118)

---

No. 3
DFT (wB97M-V/def2-TZVPD) results for a molecular structure, C8H10ClMoN8O13 in a non-equilibrium geometry.

Properties
Total charge = +1
Frontier orbital gap (spin up / spin down) = 7.797 / 8.041 eV
Total energy = -61348.935 eV
Multiplicity = 3

CARTESIAN COORDINATES (ANGSTROEM)
Mo (0.19064, 1.45289, 0.60772)
N (-2.02570, 1.23919, -0.38050)
N (-2.92582, 0.83083, 0.61574)
C (-2.53906, 0.78554, 1.90628)
N (-3.43708, 0.41141, 2.79816)
N (-1.26849, 1.14593, 2.15566)
N (-0.90171, 1.47601, 3.47582)
O (0.07575, 2.17239, 3.54578)
O (-1.52741, 1.02342, 4.41129)
H (-2.37051, 2.08559, -0.82739)
H (-1.94995, 0.47797, -1.05268)
H (-3.74426, 0.31860, 0.32341)
H (-4.40418, 0.29703, 2.54427)
H (-3.15593, 0.36080, 3.76733)
O (0.54322, 5.22684, 1.62046)
Cl (0.60410, 4.18812, 0.68503)
O (0.92443, 4.57853, -0.63482)
O (-0.69414, 3.40671, 0.65828)
O (1.50421, 3.07981, 1.15133)
C (1.66159, 0.47687, 1.79355)
H (1.18978, -0.18717, 2.52016)
H (2.26388, 1.21055, 2.32259)
H (2.31899, -0.13578, 1.17087)
O (3.52529, -3.54565, -4.04499)
N (2.44789, -3.87825, -3.60858)
O (1.94821, -4.97844, -3.68648)
C (1.76600, -2.91480, -2.72197)
C (2.30701, -1.66975, -2.54614)
C (1.66647, -0.76289, -1.70214)
C (0.50436, -1.11620, -0.98500)
O (-0.07624, -0.39918, -0.07494)
C (-0.05567, -2.36984, -1.31191)
C (0.56129, -3.27862, -2.12757)
N (-1.38802, -2.68742, -0.77320)
O (-1.58444, -3.81061, -0.39226)
O (-2.21433, -1.78442, -0.78495)
N (2.18446, 0.58231, -1.68126)
O (3.14018, 0.85647, -2.33028)
O (1.60337, 1.47871, -1.01561)
H (3.21068, -1.39442, -3.07281)
H (0.12113, -4.24905, -2.31823)

---

No. 4
DFT (wB97M-V/def2-TZVPD) results for a molecular structure, C22H34BGaN8 in a non-equilibrium geometry.

Properties
Total charge = +2
Frontier orbital gap = 9.668 eV
Total energy = -88329.705 eV
Multiplicity = 1

CARTESIAN COORDINATES (ANGSTROEM)
Ga (0.01330, -0.13090, 0.26700)
C (4.75550, -1.74290, 0.66920)
C (4.05930, -0.37730, 0.75900)
C (3.32650, -0.28060, 2.08390)
C (3.20790, -0.16680, -0.45840)
C (3.78600, -0.05600, -1.72160)
C (2.74440, 0.07000, -2.61130)
N (1.59930, 0.04530, -1.93690)
N (1.85700, -0.09760, -0.59900)
B (0.20750, 0.08970, -2.56750)
N (-0.57000, -1.17320, -2.18140)
C (-1.16580, -2.03390, -3.00290)
C (-1.86830, -2.95150, -2.25220)
C (-1.65700, -2.60030, -0.92440)
N (-0.85750, -1.51200, -0.89160)
C (-2.28980, -3.26590, 0.25100)
C (-1.61220, -2.85290, 1.54270)
C (-3.77950, -2.90700, 0.28150)
N (-0.57200, 1.28240, -2.00770)
C (-1.19000, 2.21570, -2.72660)
C (-2.00460, 2.94660, -1.89000)
C (-1.85700, 2.39060, -0.62210)
N (-0.96170, 1.37730, -0.70030)
C (-2.63380, 2.88620, 0.55860)
C (-2.13210, 4.29300, 0.93990)
C (-2.67540, 1.90540, 1.72500)
H (5.41030, -1.86290, 1.52800)
H (5.35780, -1.82750, -0.22910)
H (4.02510, -2.54900, 0.67950)
H (4.83610, 0.39720, 0.72640)
H (2.58930, -1.08160, 2.16020)
H (2.85080, 0.69230, 2.17390)
H (4.03080, -0.39400, 2.90460)
H (4.83050, -0.07430, -1.95420)
H (2.76330, 0.18420, -3.67510)
H (0.29480, 0.16290, -3.73730)
H (-1.07200, -1.96070, -4.06620)
H (-2.45770, -3.77020, -2.60510)
H (-2.19020, -4.34870, 0.12150)
H (-1.77900, -1.77980, 1.71280)
H (-0.54460, -3.08180, 1.47210)
H (-2.03570, -3.39920, 2.38160)
H (-3.90280, -1.84540, 0.48680)
H (-4.28500, -3.47260, 1.05760)
H (-4.25230, -3.13640, -0.66740)
H (-1.03420, 2.29920, -3.78390)
H (-2.64040, 3.76720, -2.14960)
H (-3.66360, 3.00990, 0.19990)
H (-1.04580, 4.35890, 0.94680)
H (-2.51080, 4.57940, 1.91760)
H (-2.49700, 5.02020, 0.21840)
H (-1.69280, 1.48370, 1.93570)
H (-3.36600, 1.09390, 1.50010)
H (-3.03490, 2.40900, 2.61820)
C (0.83040, 2.53350, 2.20520)
C (0.61570, 1.22280, 2.85510)
N (0.25640, 0.07680, 2.26270)
C (0.22670, -0.88580, 3.24860)
C (0.54040, -0.30820, 4.43340)
N (0.77670, 1.00850, 4.16370)
H (0.74900, 2.42850, 1.12330)
H (1.81360, 2.93080, 2.45770)
H (0.09420, 3.26130, 2.55000)
H (0.00230, -1.91080, 3.04570)
H (0.60780, -0.72370, 5.41880)
H (1.03960, 1.69840, 4.85220)

---

No. 5
DFT (wB97M-V/def2-TZVPD) results for a molecular structure, C9H15P in a non-equilibrium geometry.

Properties
Frontier orbital gap = 7.858 eV
Total energy = -18860.125 eV
Multiplicity = 1

CARTESIAN COORDINATES (ANGSTROEM)
C (-4.25382, 0.55082, 0.41584)
C (0.34442, -2.23964, -1.27387)
C (-3.08069, 0.01332, 0.84059)
C (-1.90979, -0.35525, -0.02825)
C (-0.76785, -0.82281, 0.49286)
C (0.25788, -1.45826, -0.22670)
C (0.93435, 1.52270, -0.57772)
C (3.34364, -0.54048, 0.13727)
C (1.55587, 1.33778, 0.76119)
P (1.90792, -0.40943, 1.26196)
H (-5.09500, 0.76417, 1.13322)
H (-4.55136, 0.95244, -0.63798)
H (1.16829, -2.38875, -1.96254)
H (-0.63038, -2.59441, -1.64613)
H (-3.03312, -0.16676, 1.88513)
H (-1.98487, -0.11945, -1.05901)
H (-0.65488, -0.87541, 1.55632)
H (0.55320, 2.58672, -0.76263)
H (1.62088, 1.43885, -1.49966)
H (0.10658, 0.91871, -0.91797)
H (3.96957, 0.16030, 0.59653)
H (3.04917, -0.25978, -0.91601)
H (3.68034, -1.54617, 0.13679)
H (0.91084, 1.84861, 1.58925)
H (2.55882, 1.68217, 0.70154)

---

No. 6
DFT (wB97M-V/def2-TZVPD) results for C4H2N2 in the gas phase in a non-equilibrium geometry.

Properties
SMILES = C=C(C#N)C#N
Frontier orbital gap = 9.901 eV
Total energy = -7158.308 eV
Multiplicity = 1

CARTESIAN COORDINATES (ANGSTROEM)
C (2.22650, 1.19114, 0.11482)
C (2.23422, -1.17889, -0.00651)
C (0.11452, -0.01575, -0.04117)
C (1.47224, 0.02347, 0.07319)
N (2.80115, 2.16746, -0.08924)
N (2.78942, -2.18372, -0.01235)
H (-0.52896, -0.81097, -0.30056)
H (-0.59746, 0.73266, 0.10104)

---

No. 7
DFT (wB97M-V/def2-TZVPD) results for C5H8N2O in the gas phase in a non-equilibrium geometry.

Properties
SMILES = O=CC/N=C\N1CC1
Frontier orbital gap = 10.353 eV
Total energy = -10339.451 eV
Multiplicity = 1

CARTESIAN COORDINATES (ANGSTROEM)
C (-2.21141, -0.05783, -1.45767)
C (-0.97677, 0.12851, -0.63249)
C (1.25965, -0.41958, -0.41985)
C (2.52794, 0.16553, 1.73160)
C (1.01439, 0.11426, 2.04065)
H (-2.17355, -0.66718, -2.44348)
H (-0.77587, 1.23568, -0.53476)
H (-1.32531, -0.21463, 0.35910)
H (2.22430, -0.80831, -0.80865)
H (2.97979, -0.76602, 1.63027)
H (3.23435, 0.97037, 1.91673)
H (0.64704, -0.91594, 2.19016)
H (0.68146, 0.86234, 2.66513)
N (0.23175, -0.66933, -1.09716)
N (1.44583, 0.39789, 0.69032)
O (-3.36476, 0.32730, -1.21251)

---

No. 8
DFT (wB97M-V/def2-TZVPD) results for a molecular structure, C19H21Cl2CoGeNS3.

Properties
Total charge = -2
Frontier orbital gap (spin up / spin down) = 3.136 / 2.996 eV
Total energy = -173224.856 eV
Multiplicity = 2

CARTESIAN COORDINATES (ANGSTROEM)
Co (-0.01828, -0.10161, 0.13067)
Cl (-0.84079, -2.18734, -0.52397)
C (-1.18762, -3.08407, 0.97209)
C (-1.76173, -4.32979, 0.85402)
C (-2.00934, -5.10050, 1.98355)
C (-1.65192, -4.58455, 3.22114)
C (-1.07908, -3.32938, 3.30901)
Cl (-0.66285, -2.78154, 4.92723)
C (-0.82455, -2.49258, 2.20176)
S (-0.13708, -0.89730, 2.32472)
H (-2.01935, -4.69212, -0.13523)
H (-2.46390, -6.08094, 1.90212)
H (-1.81674, -5.15158, 4.12898)
C (3.74913, -0.92745, 0.66848)
Ge (3.12929, 0.91693, 0.89831)
C (4.71792, 2.02254, 0.44924)
C (2.85795, 1.19420, 2.82267)
C (1.52891, 1.25562, -0.10169)
H (4.70161, -1.07959, 1.18647)
H (3.87850, -1.16119, -0.39102)
H (2.99872, -1.60414, 1.08356)
H (5.59557, 1.61158, 0.96032)
H (4.59038, 3.05992, 0.76908)
H (4.90141, 2.01486, -0.62818)
H (3.76167, 0.94935, 3.38926)
H (2.04371, 0.55220, 3.16347)
H (2.58721, 2.23415, 3.02768)
H (1.07894, 2.19200, 0.25329)
S (1.91421, 1.48958, -1.85759)
C (2.19997, 3.20398, -2.14722)
C (2.10165, 3.68871, -3.45968)
C (2.28710, 5.02778, -3.75006)
C (2.56986, 5.94232, -2.73632)
C (2.66922, 5.47492, -1.43276)
C (2.49459, 4.13019, -1.13869)
H (1.85550, 2.98832, -4.25158)
H (2.19577, 5.36866, -4.77622)
H (2.69660, 6.99492, -2.95980)
H (2.89099, 6.16753, -0.62754)
H (2.57860, 3.77974, -0.11886)
S (-3.08865, 0.44583, -2.73189)
C (-3.87332, 0.55891, -1.18160)
C (-2.94838, 0.75007, -0.21355)
N (-1.64322, 0.80705, -0.62017)
C (-1.53129, 0.67772, -1.93457)
H (-4.93555, 0.41418, -1.07095)
H (-3.15650, 0.79741, 0.84742)
H (-0.62381, 0.85641, -2.48681)

---

No. 9
DFT (wB97M-V/def2-TZVPD) results for a molecular structure, C4H12N3Pd in a non-equilibrium geometry.

Properties
Total charge = -1
Frontier orbital gap (spin up / spin down) = 3.122 / 7.520 eV
Total energy = -12287.241 eV
Multiplicity = 3

CARTESIAN COORDINATES (ANGSTROEM)
C (0.55700, 0.26667, -2.49695)
Pd (-0.19470, -0.95415, -1.18141)
N (-0.43198, -2.13572, 0.63081)
H (-0.51434, -2.25656, -2.17175)
H (0.43775, -2.18962, 1.15680)
H (-0.86170, -2.50321, -1.37816)
H (0.70048, -0.41367, -3.35424)
H (1.52552, 0.65180, -2.17736)
H (-0.12481, 1.08334, -2.76954)
H (-1.16062, -1.77549, 1.24467)
H (-0.69018, -3.09972, 0.40573)
N (0.88171, 0.55673, 1.28147)
C (0.75452, 1.63948, 2.08466)
C (-0.38815, 2.30565, 1.66137)
C (-0.91075, 1.58055, 0.57254)
N (-0.12790, 0.51138, 0.35955)
H (1.65687, -0.10819, 1.24290)
H (1.47288, 1.84532, 2.86367)
H (-0.79540, 3.21376, 2.06362)
H (-1.78619, 1.78163, -0.03841)

---

No. 10
DFT (wB97M-V/def2-TZVPD) results for a molecular structure, C23H20CsN5 in a non-equilibrium geometry.

Properties
Frontier orbital gap = 6.027 eV
Total energy = -32173.258 eV
Multiplicity = 1

CARTESIAN COORDINATES (ANGSTROEM)
Cs (0.85206, -1.51816, -1.45546)
C (-5.00690, -0.74138, -2.28493)
C (-4.26818, -1.87237, -2.59968)
C (-3.15974, -2.22517, -1.84193)
C (-2.76386, -1.45111, -0.74653)
C (-3.51565, -0.30770, -0.44001)
C (-4.62285, 0.03629, -1.19828)
N (-1.57496, -1.74216, -0.08065)
C (-1.54531, -2.01299, 1.21121)
C (-2.73676, -2.28902, 1.97895)
C (-2.69213, -2.63850, 3.29186)
C (-1.46643, -2.73974, 3.99365)
C (-0.31232, -2.47181, 3.31927)
C (-0.30699, -2.10193, 1.95415)
N (0.89251, -1.78338, 1.31851)
N (1.92766, -1.84163, 2.04434)
C (3.16097, -1.50771, 1.42086)
C (4.24345, -1.47034, 2.30825)
C (5.49405, -1.15835, 1.82268)
C (5.64330, -0.89880, 0.46432)
C (4.52211, -0.96970, -0.33865)
N (3.30161, -1.26302, 0.11993)
H (-5.87061, -0.46831, -2.87693)
H (-4.55798, -2.49152, -3.44020)
H (-2.58806, -3.11521, -2.07765)
H (-3.21337, 0.30312, 0.40259)
H (-5.19007, 0.92297, -0.94061)
H (-3.69094, -2.24035, 1.47182)
H (-3.62277, -2.85319, 3.80570)
H (-1.45280, -3.02401, 5.03663)
H (0.63617, -2.53596, 3.83156)
H (4.06362, -1.68603, 3.35112)
H (6.34647, -1.11841, 2.48857)
H (6.60216, -0.65243, 0.02980)
H (4.59894, -0.78403, -1.40577)
C (0.78383, 5.91441, -1.59428)
C (0.83866, 4.41806, -1.68578)
C (2.04276, 3.72698, -1.70703)
C (2.03393, 2.34330, -1.78589)
N (0.92327, 1.61328, -1.84622)
C (-0.23447, 2.27728, -1.82292)
C (-0.32332, 3.65557, -1.74701)
H (1.78219, 6.34714, -1.55351)
H (0.24288, 6.22448, -0.69912)
H (0.26402, 6.33895, -2.45411)
H (2.98688, 4.25453, -1.65808)
H (2.97161, 1.79666, -1.79459)
H (-1.13893, 1.67763, -1.85880)
H (-1.29970, 4.12376, -1.73113)

---

No. 11
DFT (wB97M-V/def2-TZVPD) results for C5H8O3 in the gas phase in a non-equilibrium geometry.

Properties
SMILES = CC(O)(O)/C=C\C=O
Frontier orbital gap = 9.210 eV
Total energy = -11453.006 eV
Multiplicity = 1

CARTESIAN COORDINATES (ANGSTROEM)
C (-0.27193, -1.14652, 0.27050)
C (-1.11142, -0.10627, 0.82961)
C (1.07061, -0.34478, -0.72237)
C (-0.03755, 2.09413, -0.41141)
C (1.11808, 0.89964, -1.00633)
O (-0.93422, -1.95706, -0.62304)
O (0.45719, -1.93747, 1.16084)
O (-0.61430, 2.83249, -1.16787)
H (-0.33697, -2.66166, -0.90556)
H (0.70800, -1.41001, 1.92763)
H (1.66619, -1.19777, -0.99873)
H (0.37383, 2.48608, 0.54816)
H (1.80433, 1.51175, -1.56744)
H (-2.17453, -0.31364, 0.77672)
H (-0.77206, 0.31541, 1.76951)
H (-0.94526, 0.93567, 0.11979)

---

Among the records above, which one has the lowest total energy?
C19H21Cl2CoGeNS3